6 unconnected molecules or ions with the total composition C31H26O12PS2 in a non-equilibrium geometry. Source: the OMol25 dataset; level of theory: wB97M-V/def2-TZVPD.

```
72
Properties=species:S:1:pos:R:3:forces:R:3
O 0.4830 3.0932 -0.9962 0.04 -0.18 -0.10
O -0.0580 1.9098 -1.6057 0.16 0.33 0.01
C -0.7919 1.2494 -0.6310 -0.03 0.36 0.11
S -0.4051 -0.5363 -0.7163 -1.20 -0.49 0.07
P 0.9276 -0.9892 -2.4015 1.32 -0.62 -0.11
S 2.4997 -1.8165 -1.6920 -0.05 0.07 0.11
H 1.2088 2.7072 -0.4618 -0.02 0.05 0.05
H -0.4871 1.5382 0.3714 -0.18 -0.04 0.15
H -1.8738 1.3414 -0.7403 0.05 -0.05 -0.20
H 0.4908 -0.6528 0.2596 0.59 0.26 0.11
H 0.0757 -1.7815 -3.1462 -0.49 -0.01 -0.09
H 1.0530 0.2132 -3.0814 -0.25 0.32 -0.01
C 4.6388 -0.6394 1.7175 0.17 0.06 -0.02
C 3.3726 -0.3113 1.4858 -0.14 0.02 0.02
C 3.0029 1.0317 1.0088 0.05 0.07 0.03
O 1.8296 1.3217 0.7821 0.12 -0.14 -0.22
C 4.0782 2.0236 0.8042 -0.11 0.01 -0.01
C 5.3491 1.7137 1.0404 0.05 -0.09 0.03
C 5.7346 0.3517 1.5137 -0.14 0.02 -0.05
O 6.8879 0.0632 1.7148 0.06 -0.01 0.01
H 4.9218 -1.6280 2.0532 0.05 0.01 0.07
H 2.5654 -1.0194 1.6325 0.01 0.02 0.02
H 3.7746 3.0048 0.4593 0.00 -0.01 0.01
H 6.1581 2.4188 0.8999 0.02 -0.01 0.01
C -2.6957 4.6285 3.1026 0.03 0.03 0.05
C -1.9691 3.7031 2.4887 0.08 -0.04 -0.01
C -2.0801 2.2776 2.8588 -0.03 0.02 0.02
O -1.4263 1.4266 2.2769 0.01 -0.11 -0.02
C -3.0117 1.9056 3.9486 0.04 -0.01 -0.04
C -3.7345 2.8298 4.5726 -0.01 0.09 -0.01
C -3.6360 4.2667 4.1941 -0.01 -0.05 -0.03
O -4.3046 5.1079 4.7504 -0.04 0.01 -0.03
H -2.6441 5.6766 2.8393 -0.03 0.01 0.02
H -1.2838 3.9420 1.6846 0.00 -0.01 0.00
H -3.0671 0.8536 4.1972 0.02 0.00 -0.01
H -4.4260 2.5925 5.3708 0.00 0.02 0.01
C -8.2720 4.6071 -0.0649 -0.05 0.06 0.06
C -7.0384 4.1136 -0.0564 0.05 0.00 0.04
C -6.0343 4.5605 0.9426 -0.14 0.04 -0.10
O -4.9086 4.1017 0.9387 0.10 -0.05 0.10
C -6.4512 5.5837 1.9319 0.08 0.00 0.04
C -7.6848 6.0790 1.9262 -0.08 -0.01 -0.04
C -8.6971 5.6310 0.9299 0.10 -0.04 0.00
O -9.8188 6.0803 0.9263 -0.04 0.02 0.00
H -9.0223 4.2986 -0.7816 -0.02 0.01 0.01
H -6.7040 3.3692 -0.7676 0.02 0.00 0.00
H -5.7060 5.9021 2.6538 -0.03 -0.06 -0.05
H -8.0146 6.8256 2.6371 -0.02 0.00 -0.01
C 3.9710 -5.6674 1.5931 0.00 0.06 0.03
C 3.2035 -6.5472 0.9569 -0.08 -0.01 -0.03
C 1.7351 -6.3431 0.8312 0.04 0.08 0.07
O 1.0325 -7.1314 0.2429 -0.01 -0.02 -0.06
C 1.1550 -5.1208 1.4572 0.01 -0.07 -0.05
C 1.9244 -4.2424 2.0904 0.07 0.02 0.02
C 3.3939 -4.4418 2.1989 -0.05 -0.05 -0.03
O 4.0940 -3.6219 2.7564 -0.03 0.05 -0.05
H 5.0417 -5.7901 1.6951 0.00 0.01 0.02
H 3.5995 -7.4454 0.5007 -0.02 -0.01 0.00
H 0.0824 -5.0045 1.3647 0.00 -0.03 0.00
H 1.5286 -3.3510 2.5628 0.02 -0.01 0.04
C 2.6325 -4.3037 -4.6297 -0.05 0.07 -0.01
C 3.4073 -5.2633 -5.1243 0.04 -0.02 -0.08
C 3.8751 -5.2252 -6.5393 -0.06 0.07 0.03
O 4.5791 -6.0972 -6.9883 0.03 -0.03 -0.01
C 3.4392 -4.0714 -7.3746 0.04 -0.08 0.02
C 2.6637 -3.1143 -6.8756 -0.03 0.02 0.05
C 2.2058 -3.1596 -5.4685 0.05 -0.05 -0.06
O 1.4946 -2.2769 -5.0182 -0.08 0.13 0.11
H 2.2799 -4.3075 -3.6061 0.00 0.01 0.00
H 3.7351 -6.1118 -4.5377 0.01 -0.01 -0.02
H 3.7898 -4.0655 -8.3986 0.01 -0.02 0.00
H 2.3315 -2.2665 -7.4606 -0.01 0.01 0.01
```
Forces are in eV/Å.

As for the charge: +1. As for the electronic energy: -3236.95927 Eh. For the frontier orbital gap, the calculation gives 7.66 eV.